{
  "formula": "C5H10O2",
  "method": "ωB97M-V/def2-TZVPD",
  "species": ["C", "C", "C", "C", "O", "C", "O", "H", "H", "H", "H", "H", "H", "H", "H", "H", "H"],
  "positions_angstrom": [[-1.145, -0.943, 0.699], [-0.570, 0.073, -0.261], [0.849, -0.153, -0.735], [1.859, -0.147, 0.434], [1.367, 0.471, 1.607], [-1.468, 0.892, -1.077], [-0.828, 1.448, 0.067], [-1.513, -1.818, 0.153], [-0.386, -1.259, 1.418], [-1.972, -0.494, 1.257], [1.098, 0.634, -1.455], [0.906, -1.106, -1.275], [2.792, 0.335, 0.105], [2.118, -1.172, 0.722], [0.827, 1.230, 1.344], [-2.545, 0.767, -0.978], [-1.140, 1.275, -2.045]],
  "forces_ev_per_a": [[0.0, 0.0, 0.0], [0.1, -0.3, 0.0], [0.0, 0.0, -0.1], [0.2, -0.2, -0.2], [-0.1, 0.3, 0.0], [-0.2, 0.0, -0.2], [0.0, 0.2, 0.1], [0.0, 0.1, 0.1], [-0.1, 0.0, -0.1], [0.1, -0.1, -0.1], [-0.1, -0.1, 0.1], [0.0, 0.1, 0.1], [-0.2, -0.1, 0.0], [-0.1, 0.1, 0.0], [0.2, -0.1, 0.1], [0.1, 0.0, 0.0], [0.0, 0.0, 0.2]],
  "mulliken_charge": [-1.46, 1.26, -0.75, -0.51, -0.54, -0.77, -0.49, 0.35, 0.31, 0.39, 0.30, 0.35, 0.33, 0.31, 0.38, 0.28, 0.27],
  "total_energy_ev": -9440.8186,
  "homo_energy_ev": -10.1,
  "gap_ev": 11.04,
  "smiles": "C[C@@]1(CCO)CO1",
  "e_above_lowest_kcal_mol": 51.30
}